106
Properties=species:S:1:pos:R:3:forces:R:3:lowdin_charge:R:1 method="wB97M-V/def2-TZVPD" total_charge=+1 max_force_ev_per_a=2.36 lumo_energy_ev=-2.01 e_above_lowest_kj_mol=0.0 orbital_gap_ev=8.45
C 7.0067 -4.4966 5.3620 0.3 -0.1 0.2 -0.136
C 5.6209 -4.9414 5.6976 -0.3 0.1 -0.2 -0.820
Br 5.5624 -6.2240 7.0860 0.0 0.0 0.0 0.753
C 4.5233 -4.4743 5.0968 0.2 -0.3 0.1 -0.713
Br 2.8051 -5.1577 5.5810 0.1 0.1 -0.2 0.719
Si 4.4306 -3.1702 3.7616 -0.6 0.7 1.5 0.279
F 4.0758 -3.9358 2.4082 0.0 -0.2 -0.6 -0.082
C 3.0561 -1.9611 4.1420 0.2 -0.5 -0.3 -0.171
C 2.1011 -1.6309 2.9961 -0.3 0.4 0.3 -0.296
O 0.7393 -1.7214 3.4310 0.2 -0.2 -0.2 -0.212
Si -0.2748 -2.6420 2.4937 -0.4 -0.2 0.1 0.430
C -0.4950 -1.8847 0.7888 -0.2 -0.1 0.2 -0.162
C 0.3404 -4.3990 2.2267 0.2 0.6 0.2 -0.133
C -1.9343 -2.6317 3.3801 0.7 0.3 -0.4 -0.142
O 5.8246 -2.3289 3.6091 0.1 -0.7 -1.1 -0.220
Si 6.6238 -2.2196 2.1270 0.6 0.3 0.9 0.545
C 7.1588 -3.9086 1.4887 0.0 0.4 -0.4 -0.302
N 7.1362 -3.8954 -0.0052 0.1 -0.2 0.4 -0.038
C 8.1781 -1.2106 2.4328 -0.5 0.2 -0.5 -0.201
C 8.3132 0.0697 1.6036 0.5 -0.1 -0.3 -0.317
N 9.0879 -0.1758 0.3645 -0.4 0.2 0.2 -0.001
C 5.4694 -1.3971 0.8683 0.0 0.1 0.6 -0.232
C 4.7861 -0.1686 1.3691 0.1 0.9 2.1 -0.826
O 4.7886 0.2971 2.4822 0.0 -0.8 -2.2 0.032
Br 3.7300 0.7481 -0.0416 0.0 0.0 0.1 0.637
H 7.1564 -4.3645 4.3020 -0.1 0.1 -0.3 0.052
H 7.7311 -5.2181 5.7073 0.2 -0.2 0.1 0.061
H 7.2286 -3.5614 5.8597 0.1 0.3 0.1 0.096
H 2.4631 -2.3690 4.9497 -0.2 -0.2 0.2 0.055
H 3.5265 -1.0637 4.5251 0.1 0.3 0.1 0.084
H 2.2455 -2.2695 2.1249 0.2 -0.2 -0.2 0.087
H 2.2718 -0.6061 2.6815 0.0 0.2 -0.2 0.100
H -0.7599 -0.8337 0.8453 0.1 0.3 0.0 0.010
H 0.3441 -2.0397 0.1206 0.3 0.1 -0.1 0.032
H -1.3460 -2.3888 0.3354 -0.2 -0.2 -0.1 0.030
H 0.4196 -4.5981 1.1656 -0.1 -0.2 -0.3 0.031
H 1.3272 -4.5389 2.6534 0.3 -0.1 0.1 0.002
H -0.3131 -5.1129 2.7088 -0.2 -0.3 0.0 0.029
H -1.8608 -2.0593 4.2943 0.0 0.1 0.3 0.028
H -2.6547 -2.1361 2.7388 -0.4 0.0 -0.1 0.019
H -2.2459 -3.6408 3.6039 -0.3 -0.2 0.1 0.023
H 8.1752 -4.0765 1.8396 0.2 -0.1 0.3 0.073
H 6.5591 -4.7197 1.8816 -0.3 -0.2 -0.1 0.071
H 8.0141 -3.4878 -0.3021 0.0 0.2 -0.2 0.060
H 7.2041 -4.8544 -0.3191 -0.1 -0.1 -0.2 0.062
H 8.2714 -0.9674 3.4850 -0.2 0.0 0.3 0.081
H 9.0381 -1.8219 2.1857 0.3 -0.2 0.0 0.072
H 8.8588 0.7973 2.1885 0.2 0.2 0.1 0.107
H 7.3567 0.5293 1.3659 -0.3 0.1 0.2 0.081
H 9.4810 0.7079 0.0703 0.2 0.1 -0.1 0.062
H 8.4402 -0.4049 -0.3796 0.0 -0.2 -0.1 0.052
H 6.0037 -1.1431 -0.0377 0.0 -0.1 -0.4 0.076
H 4.6858 -2.1106 0.6293 -0.1 -0.2 -0.4 0.089
C -0.5431 0.6357 -2.4054 -0.1 0.0 0.1 -0.093
C -1.9555 0.0676 -2.2926 0.3 0.0 -0.1 -0.252
C -2.7985 0.3260 -3.5413 -0.2 -0.1 0.4 -0.221
C -3.3011 1.7699 -3.6927 0.4 0.0 -0.5 -0.261
P -4.7417 2.2555 -2.7298 -0.3 -0.2 0.0 1.016
C -6.0180 1.0045 -3.0235 -0.1 -0.3 0.0 -0.272
C -6.3742 0.5856 -4.4586 0.0 0.1 -0.2 -0.223
C -7.2018 1.5543 -5.3101 0.0 0.1 0.1 -0.258
C -8.4538 2.1002 -4.6298 0.1 0.0 -0.1 -0.096
C -5.3794 3.8026 -3.3851 0.1 0.6 -0.4 -0.262
C -4.5503 5.0988 -3.3782 0.1 0.1 0.2 -0.211
C -4.3637 5.8092 -2.0361 0.0 -0.1 0.1 -0.248
C -5.6335 5.9569 -1.2034 0.1 0.0 -0.1 -0.100
C -4.5999 2.1777 -0.9327 0.0 -0.1 0.7 -0.253
C -3.6985 3.0595 -0.0492 0.0 0.4 -0.2 -0.211
C -2.2276 3.2374 -0.4652 0.1 -0.1 0.2 -0.250
C -1.2604 2.4515 0.4200 0.0 0.0 -0.1 -0.095
H -0.5418 1.7098 -2.6053 0.0 0.0 0.0 0.067
H 0.0069 0.4701 -1.4803 0.0 0.0 0.0 0.061
H 0.0061 0.1441 -3.2093 0.0 0.0 0.0 0.085
H -2.4422 0.4698 -1.4006 0.0 0.0 0.0 0.075
H -1.8769 -1.0095 -2.1369 -0.1 0.0 0.0 0.111
H -3.6480 -0.3617 -3.5574 0.0 0.0 -0.1 0.099
H -2.2012 0.0842 -4.4213 0.0 0.1 -0.1 0.123
H -3.6163 1.9147 -4.7330 -0.1 0.1 0.1 0.106
H -2.4860 2.4825 -3.5511 -0.1 0.0 0.1 0.088
H -6.9103 1.3087 -2.4707 0.0 0.1 0.0 0.100
H -5.6573 0.1116 -2.5036 0.1 0.1 0.1 0.100
H -6.9368 -0.3462 -4.3748 0.0 0.0 0.1 0.122
H -5.4616 0.3325 -5.0045 0.0 -0.1 0.0 0.102
H -7.5052 1.0173 -6.2099 0.0 0.0 0.0 0.115
H -6.5831 2.3790 -5.6717 0.0 0.0 0.0 0.087
H -9.1684 1.3019 -4.4253 0.0 0.0 0.1 0.085
H -8.9454 2.8293 -5.2722 0.0 0.0 0.0 0.081
H -8.2336 2.6032 -3.6865 0.0 0.0 0.0 0.052
H -6.3734 3.9699 -2.9658 0.0 -0.1 0.1 0.095
H -5.5474 3.5770 -4.4413 -0.1 -0.2 0.1 0.083
H -5.0539 5.7867 -4.0604 -0.1 -0.1 -0.1 0.120
H -3.5687 4.9037 -3.8174 0.0 0.0 -0.1 0.110
H -3.9592 6.8025 -2.2368 0.0 0.0 0.0 0.117
H -3.5923 5.2986 -1.4575 0.0 0.0 0.0 0.069
H -6.3537 6.6132 -1.6941 0.0 0.0 0.0 0.085
H -5.3984 6.3874 -0.2307 0.0 0.1 0.0 0.082
H -6.1233 4.9985 -1.0158 0.0 0.0 0.0 0.056
H -4.3995 1.1271 -0.7017 0.0 -0.1 -0.2 0.097
H -5.6303 2.3334 -0.5904 0.0 0.0 -0.1 0.106
H -3.7308 2.6242 0.9508 0.0 -0.1 0.0 0.120
H -4.1724 4.0343 0.0640 0.0 0.0 -0.1 0.083
H -1.9605 4.2928 -0.3888 0.0 0.0 -0.1 0.107
H -2.0762 2.9651 -1.5115 0.0 0.0 0.0 0.068
H -1.2681 2.8460 1.4359 0.0 0.0 0.0 0.086
H -0.2402 2.5253 0.0450 0.0 0.0 0.0 0.077
H -1.5259 1.3933 0.4711 0.0 0.0 0.0 0.055